(1)
DFT (ωB97M-V/def2-TZVPD) results for a cluster of 7 separate species, C6H26NO7 in total at a distorted geometry.

```
! wB97M-V def2-TZVPD RIJCOSX def2/J DEFGRID3
* xyz -1 1
C -0.388 -3.423 -0.972
C -0.695 -1.901 -1.032
N 0.430 -1.021 -0.690
C 2.798 0.184 1.840
C 2.370 -0.857 0.842
C 0.856 -1.034 0.706
C -0.244 -0.234 1.581
O -0.898 0.737 0.816
H -1.151 -3.929 -1.538
H -0.066 -3.750 0.023
H 0.543 -3.628 -1.558
H -0.984 -1.657 -2.102
H -1.580 -1.676 -0.429
H 0.017 -0.103 -0.908
H 2.409 1.101 1.349
H 2.494 0.067 2.898
H 3.869 0.475 1.776
H 2.662 -0.379 -0.118
H 2.830 -1.836 0.952
H 0.782 -2.030 1.137
H -0.979 -1.051 1.731
H 0.151 0.102 2.538
H -0.948 3.455 0.015
H -0.672 1.958 -0.223
O -0.812 2.843 -0.723
H 2.413 -1.285 -3.077
H 1.105 -1.478 -1.995
O 1.562 -1.691 -2.907
H -1.100 1.762 -3.050
H -1.885 1.605 -1.707
O -1.628 1.166 -2.519
H 1.331 2.267 0.747
H 1.429 3.277 -0.191
O 1.888 3.062 0.646
H -2.402 2.845 -0.148
H -3.377 2.264 0.876
O -3.052 3.111 0.545
H -3.692 -0.083 1.308
H -2.235 0.431 1.555
O -3.150 0.334 2.007
*
```

The gap between HOMO and LUMO comes out at 0.3170 hartree. The value obtained for the calculated total energy is -825.63817 hartree. As for the energy above the lowest of the compared OMol25 structures with the same formula, charge and spin: 230.5 kJ/mol.

Now the natural (NBO) charges, all in e: number 1, C, carries -0.648; number 2, C, carries -0.222; number 3, N, carries -0.670; number 4, C, carries -0.619; number 5, C, carries -0.403; number 6, C, carries -0.074; number 7, C, carries -0.060; number 8, O, carries -0.991; number 9, H, carries 0.212; number 10, H, carries 0.201; number 11, H, carries 0.222; number 12, H, carries 0.216; number 13, H, carries 0.182; number 14, H, carries 0.416; number 15, H, carries 0.217; number 16, H, carries 0.198; number 17, H, carries 0.203; number 18, H, carries 0.204; number 19, H, carries 0.188; number 20, H, carries 0.174; number 21, H, carries 0.140; number 22, H, carries 0.152; number 23, H, carries 0.486; number 24, H, carries 0.525; number 25, O, carries -1.033; number 26, H, carries 0.458; number 27, H, carries 0.495; number 28, O, carries -1.054; number 29, H, carries 0.471; number 30, H, carries 0.489; number 31, O, carries -0.965; number 32, H, carries 0.472; number 33, H, carries 0.476; number 34, O, carries -0.949; number 35, H, carries 0.465; number 36, H, carries 0.487; number 37, O, carries -0.996; number 38, H, carries 0.446; number 39, H, carries 0.508; number 40, O, carries -1.018

(2)
DFT (ωB97M-V/def2-TZVPD) results for a cluster of 2 separate species, C3H3BrFNO in total at a distorted geometry.

```
! wB97M-V def2-TZVPD RIJCOSX def2/J DEFGRID3
* xyz 0 1
C -0.821 0.661 0.462
C 0.348 -0.967 -0.205
C -0.322 0.190 -0.874
N -0.171 -0.403 1.038
O -1.511 1.534 0.886
F -0.705 0.324 -2.111
Br 1.732 2.211 -0.444
H -0.082 -1.945 -0.450
H 1.436 -1.013 -0.292
H 0.096 -0.592 1.990
*
```

The gap between HOMO and LUMO (alpha / beta) comes out at 0.2982 / 0.2508 hartree. The value obtained for the calculated total energy is -2919.89267 hartree. As for the energy above the lowest of the compared OMol25 structures with the same formula, charge and spin: 150.2 kJ/mol.

Now the natural (NBO) charges, all in e: number 1, C, carries 0.566; number 2, C, carries -0.319; number 3, C, carries 0.562; number 4, N, carries -0.591; number 5, O, carries -0.518; number 6, F, carries -0.243; number 7, Br, carries -0.339; number 8, H, carries 0.215; number 9, H, carries 0.240; number 10, H, carries 0.427

(3)
DFT (ωB97M-V/def2-TZVPD) results for an isolated molecule of C5H7P at a distorted geometry.

```
! wB97M-V def2-TZVPD RIJCOSX def2/J DEFGRID3
* xyz 0 1
C 0.889 -1.412 -0.633
C -0.158 0.553 0.433
C -0.403 1.512 1.234
C 0.471 -0.793 0.632
C -0.559 0.452 -1.252
P 0.340 -0.895 -2.108
H 1.615 -2.267 -0.686
H -0.715 2.515 0.833
H -0.409 1.290 2.364
H -0.223 -1.542 1.029
H 1.408 -0.812 1.208
H -1.597 0.106 -1.204
H -0.659 1.293 -1.849
*
```

The gap between HOMO and LUMO comes out at 0.3508 hartree. The value obtained for the calculated total energy is -535.96744 hartree. As for the structure (SMILES): C=C1CC=PC1. As for the energy above the lowest of the compared OMol25 structures with the same formula, charge and spin: 123.6 kJ/mol.

Now the natural (NBO) charges, all in e: number 1, C, carries -0.571; number 2, C, carries 0.064; number 3, C, carries -0.430; number 4, C, carries -0.535; number 5, C, carries -0.765; number 6, P, carries 0.656; number 7, H, carries 0.227; number 8, H, carries 0.218; number 9, H, carries 0.212; number 10, H, carries 0.242; number 11, H, carries 0.234; number 12, H, carries 0.224; number 13, H, carries 0.224

(4)
DFT (ωB97M-V/def2-TZVPD) results for a structure of composition C5H10O2.

```
! wB97M-V def2-TZVPD RIJCOSX def2/J DEFGRID3
* xyz 0 1
C -0.787 -0.682 -2.149
O -0.265 0.044 -1.061
C 0.494 -0.777 -0.189
C 1.012 0.026 0.987
C 0.617 1.466 1.122
C -0.378 0.781 2.034
O -1.535 0.422 1.417
H 0.019 -1.122 -2.754
H -1.355 0.019 -2.764
H -1.453 -1.490 -1.810
H -0.143 -1.608 0.157
H 1.340 -1.218 -0.740
H 2.015 -0.234 1.327
H 1.347 2.097 1.626
H 0.218 1.932 0.222
H 0.374 -0.290 2.111
H -1.518 0.635 0.465
*
```

The gap between HOMO and LUMO comes out at 0.3262 hartree. The value obtained for the calculated total energy is -346.83574 hartree. As for the energy above the lowest of the compared OMol25 structures with the same formula, charge and spin: 498.0 kJ/mol.

Now the natural (NBO) charges, all in e: number 1, C, carries -0.250; number 2, O, carries -0.559; number 3, C, carries -0.084; number 4, C, carries -0.340; number 5, C, carries -0.502; number 6, C, carries 0.109; number 7, O, carries -0.701; number 8, H, carries 0.171; number 9, H, carries 0.198; number 10, H, carries 0.172; number 11, H, carries 0.180; number 12, H, carries 0.185; number 13, H, carries 0.239; number 14, H, carries 0.225; number 15, H, carries 0.230; number 16, H, carries 0.253; number 17, H, carries 0.474